Computed, not measured: a structure of composition C12H36N3O6Ti at a distorted geometry, with wB97M-V/def2-TZVPD.

Each line ends with the Löwdin spin population.
Cartesian coordinates (Å):
Ti1 -0.57433 -0.22820 -3.48558  2.827
O1 4.86334 -4.81366 1.67678  0.000
O2 -5.94451 2.68044 0.39718  0.000
O3 -0.74234 -4.05995 -4.33142  0.038
O4 2.31255 2.65748 2.40583  0.000
O5 2.48965 0.76305 -5.23062  0.043
O6 -2.51503 0.42436 -6.61412  0.043
N1 0.41464 2.01896 0.45647  0.013
N2 3.43826 -4.53812 -1.00733  0.000
N3 -4.35048 1.43237 -1.80189  0.013
C1 -5.41477 1.32699 0.46307  0.000
C2 -5.34245 0.67592 -0.95175  0.001
C3 1.93487 3.63430 1.53618  0.000
C4 -6.20755 3.24966 1.65797  0.000
C5 2.21730 3.15531 3.82029  0.000
C6 2.31602 -3.82379 0.98181  0.000
C7 1.50671 3.00161 0.16144  0.002
C8 0.86274 3.99893 -0.81124  0.004
C9 4.92724 -3.69136 0.88785  0.000
C10 -5.06279 -0.76830 -1.09471  0.004
C11 5.99189 -5.28633 2.36356  0.000
C12 3.55795 -3.59464 0.09549  0.000
H1 5.75120 -3.78746 0.18078  0.000
H2 2.24965 -4.84104 1.36765  0.000
H3 1.22335 3.30025 4.24358  0.000
H4 -4.90261 -1.08272 -2.12601  0.001
H5 2.45911 -4.44270 -1.23594  0.000
H6 2.66280 4.43283 1.39277  0.000
H7 2.82440 1.33006 -4.50884  -0.004
H8 3.53182 -2.65585 -0.45776  0.000
H9 1.65810 4.72006 -0.99958  0.000
H10 6.68396 -4.55273 2.77703  0.000
H11 1.03556 4.19740 1.78570  0.000
H12 -6.26581 0.99395 -1.43587  0.000
H13 0.67184 1.58329 1.33062  0.000
H14 2.68554 2.42264 4.47758  0.000
H15 3.55240 -5.45738 -0.60477  0.000
H16 -2.56530 1.38810 -6.46176  -0.004
H17 2.16455 2.33744 -0.39911  0.001
H18 5.07254 -2.78484 1.47538  0.000
H19 6.66750 -5.80495 1.68336  0.000
H20 2.42035 -3.22588 1.88719  0.000
H21 -6.93153 2.65224 2.21208  0.000
H22 1.38037 -3.52920 0.50653  0.001
H23 -4.48206 1.29065 1.02595  0.000
H24 2.93396 3.94494 4.04607  0.000
H25 5.75983 -5.95749 3.19048  0.000
H26 -6.23596 0.74265 0.87816  0.000
H27 -4.33186 -1.15717 -0.38576  0.002
H28 -1.58858 -4.35132 -3.93961  -0.003
H29 -0.08056 4.37885 -0.41890  0.000
H30 0.53299 3.60981 -1.77454  0.007
H31 -4.24292 1.12096 -2.75664  0.007
H32 -6.60933 4.21705 1.35657  0.000
H33 -5.27827 3.32515 2.22262  0.000
H34 -0.52770 2.37577 0.52573  0.002
H35 -5.92050 -1.34532 -0.74905  0.000
H36 -4.63773 2.39693 -1.88693  0.000

Output
Calculated total energy, hartree: -1943.50598
Spin multiplicity: 4
Frontier orbital gap (alpha / beta), eV: 4.1 / 4.1
F_max, eV Å⁻¹: 4.187
E_HOMO (alpha / beta), eV: -0.60 / -0.64
Net charge: -2


Computed, not measured: a cluster of 2 separate species, C5H11NO2 in total at a distorted geometry, with wB97M-V/def2-TZVPD.

Each line ends with the Löwdin charge.
Cartesian coordinates (Å):
O1 1.48682 1.80518 0.15203  0.043
O2 0.94961 -2.35580 -1.40241  -0.095
N1 0.13598 -0.94272 1.14869  -0.049
C1 -1.32065 0.79524 -0.05590  -0.192
C2 -1.20831 -0.49778 0.72424  -0.228
C3 1.02550 1.50248 -0.91495  -0.262
C4 -0.33679 0.94401 -1.21866  -0.149
C5 0.91666 -0.42455 1.98218  -0.047
H1 -1.43443 1.63598 0.63072  0.114
H2 1.70259 -2.08375 -0.84148  0.039
H3 -1.66329 -1.38244 0.25536  0.113
H4 -2.30619 0.75865 -0.52107  0.109
H5 1.88608 -0.87317 2.20887  0.075
H6 -0.22152 -0.11538 -1.57128  0.118
H7 1.68383 1.55938 -1.81503  0.124
H8 0.40870 -1.98551 -0.66656  -0.012
H9 -1.81623 -0.35400 1.62605  0.114
H10 0.82929 0.59091 2.37711  0.078
H11 -0.71768 1.42328 -2.09793  0.106

Output
Calculated total energy, hartree: -402.28180
Spin multiplicity: 1
Frontier orbital gap, eV: 10.3
F_max, eV Å⁻¹: 2.213
Energy above the lowest of the compared OMol25 structures with the same formula, charge and spin, kJ/mol: 252.9
Structure (SMILES): C=NCCCC=O.O
E_HOMO, eV: -9.51


Computed, not measured: the ion C3H7S with charge -1 at a distorted geometry, with wB97M-V/def2-TZVPD.

Each line ends with the Löwdin charge.
Cartesian coordinates (Å):
S1 1.41997 1.43204 1.32952  0.010
C1 -1.27651 -0.08109 0.06773  -0.178
C2 1.18759 -0.11204 0.30119  -0.767
C3 0.04543 0.05057 -0.69067  -0.393
H1 -1.32187 0.70200 0.82984  0.028
H2 1.15856 -1.01139 0.91000  0.028
H3 0.18325 0.94186 -1.28557  0.075
H4 -1.33934 -1.01028 0.63991  0.058
H5 -2.25548 0.01840 -0.41568  0.047
H6 0.07587 -0.78793 -1.41170  0.080
H7 2.12253 -0.14214 -0.27455  0.011

Output
Calculated total energy, hartree: -516.70376
Spin multiplicity: 1
Frontier orbital gap, eV: 6.5
F_max, eV Å⁻¹: 2.226
Energy above the lowest of the compared OMol25 structures with the same formula, charge and spin, kJ/mol: 22.7
Structure (SMILES): CCC[S-]
E_HOMO, eV: -2.07
Net charge: -1


Computed, not measured: the molecule C4H10NOP at a distorted geometry, with wB97M-V/def2-TZVPD.

Each line ends with the Löwdin charge.
Cartesian coordinates (Å):
P1 -0.02378 0.20627 -0.84672  0.976
O1 1.36573 -1.32440 1.08547  0.033
N1 -2.45983 -1.24959 0.34685  -0.056
C1 2.61386 0.08369 -0.43835  -0.138
C2 1.42235 -0.47932 0.23304  -0.651
C3 -0.22437 1.40850 0.59677  -0.291
C4 -1.90803 -0.63148 -0.87245  -0.358
H1 0.24435 0.98065 1.46879  0.023
H2 -2.67047 -0.54078 1.01035  0.028
H3 -1.38503 1.57582 0.76920  0.082
H4 -1.83561 -1.47739 -1.55260  0.056
H5 2.77976 -0.47345 -1.29585  0.048
H6 3.65301 0.17850 0.06884  0.116
H7 0.20728 2.29359 0.33996  -0.026
H8 -2.44702 0.17629 -1.10240  0.003
H9 2.57572 1.16667 -0.73105  0.083
H10 -1.90790 -1.89358 0.92014  0.073

Output
Calculated total energy, hartree: -629.66169
Spin multiplicity: 1
Frontier orbital gap, eV: 8.9
F_max, eV Å⁻¹: 7.227
Energy above the lowest of the compared OMol25 structures with the same formula, charge and spin, kJ/mol: 289.6
Structure (SMILES): CC(=O)P(C)CN
E_HOMO, eV: -8.07


Computed, not measured: a cluster of 12 separate species, C57H59Cl2N11 in total at a distorted geometry, with wB97M-V/def2-TZVPD.

Each line ends with the Löwdin charge.
Cartesian coordinates (Å):
Cl1 -3.12505 -3.68648 4.89330  0.574
Cl2 -3.47263 -6.33781 7.18547  0.551
N1 -6.77882 3.85887 7.03129  0.034
N2 -3.16770 0.60556 -9.03119  0.042
N3 3.33793 -7.67545 -2.94541  0.045
N4 2.75771 5.97634 -4.91320  0.046
N5 3.11871 -2.35939 4.30196  0.041
N6 -8.61365 -3.99322 -2.04551  0.033
N7 7.10346 -0.03573 -1.38567  0.046
N8 -0.15934 9.79431 1.18335  0.037
N9 5.85109 6.05842 2.94139  0.049
N10 -0.00535 -0.67709 -1.34678  0.039
N11 -3.71458 -7.68034 0.25685  0.066
C1 4.51833 -7.79950 -0.40732  -0.099
C2 -2.04862 -4.94775 5.37717  -0.723
C3 3.19479 0.02317 4.28909  -0.080
C4 -2.68610 8.54664 1.03184  -0.090
C5 -5.01965 4.06895 5.47430  -0.088
C6 -2.25336 -9.37781 -0.76904  -0.066
C7 -4.23347 0.67326 -8.23824  -0.145
C8 0.49665 0.53278 -1.44978  -0.166
C9 7.60453 -2.25544 -0.46575  -0.072
C10 -2.47919 9.64905 1.90563  -0.061
C11 3.07159 -6.71758 -2.00297  -0.133
C12 -8.07446 -3.47407 -0.93230  -0.162
C13 -2.10114 -5.28246 6.84139  -0.675
C14 9.24568 -1.03735 -1.79600  -0.073
C15 -5.91402 1.87646 5.93067  -0.070
C16 4.27769 -0.03873 5.17892  -0.058
C17 -1.96268 1.02898 -8.57760  -0.156
C18 4.12860 5.06338 -6.63926  -0.073
C19 -4.11053 1.13617 -6.92251  -0.098
C20 -2.89704 1.47135 -6.41151  -0.078
C21 1.98035 5.94463 -7.15815  -0.090
C22 -1.40366 1.41272 -0.26653  -0.097
C23 6.82039 7.10409 0.99987  -0.080
C24 4.68682 -8.79295 -1.32211  -0.105
C25 7.54775 7.95589 1.80871  -0.119
C26 5.95784 6.17793 1.59407  -0.143
C27 -4.64853 -9.79774 -0.58550  -0.092
C28 -1.23689 -0.89907 -0.81219  -0.120
C29 -2.52878 -8.18590 -0.11870  -0.189
C30 -3.35894 -10.25103 -0.93300  -0.064
C31 -10.24530 -3.46773 0.09958  -0.068
C32 3.16452 5.34122 -7.60631  -0.071
C33 -1.65904 8.12062 0.21056  -0.068
C34 -1.95995 0.13544 -0.15207  -0.063
C35 4.15990 -2.42818 5.18447  -0.156
C36 6.66772 6.86691 3.69414  -0.123
C37 -0.33750 8.73550 0.34902  -0.101
C38 8.91553 -2.16199 -0.97981  -0.061
C39 1.88577 6.35375 -5.86774  -0.168
C40 -9.94691 -4.25639 -2.17825  -0.130
C41 8.31549 -0.01444 -1.97850  -0.159
C42 3.71160 -6.70160 -0.75044  -0.065
C43 -4.77733 -8.53569 -0.06823  -0.136
C44 6.82150 -1.10912 -0.59012  -0.152
C45 -10.81702 -3.93681 -1.11848  -0.071
C46 4.01798 -8.78891 -2.54954  -0.131
C47 -0.19356 1.62395 -0.92199  -0.075
C48 2.68080 -1.16384 3.82508  -0.154
C49 -1.20464 10.20546 1.89606  -0.186
C50 7.51286 7.87519 3.16423  -0.074
C51 -1.74195 1.49293 -7.28425  -0.048
C52 4.80579 -1.29022 5.60385  -0.080
C53 -8.84195 -3.19656 0.20349  -0.065
C54 -4.99065 2.68623 5.24111  -0.077
C55 -5.89236 4.63413 6.38738  -0.158
C56 3.84979 5.29216 -5.26970  -0.138
C57 -6.86390 2.50545 6.78106  -0.115
H1 -4.23643 4.61521 4.96975  0.093
H2 -6.02624 0.81363 5.77510  0.090
H3 -11.84265 -4.26896 -1.05393  0.089
H4 5.07221 4.65406 -6.96857  0.093
H5 10.22301 -1.02195 -2.25532  0.091
H6 0.20781 2.62629 -0.89688  0.096
H7 -8.39208 -2.75861 1.08225  0.091
H8 5.82226 -1.14442 -0.18186  0.094
H9 -1.19707 1.09826 -9.33617  0.095
H10 -4.34970 2.21485 4.51077  0.097
H11 8.17482 8.52247 3.72032  0.100
H12 1.03504 6.93673 -5.54714  0.101
H13 8.23179 8.62583 1.30903  0.104
H14 -1.07058 -4.53620 5.12784  0.069
H15 -1.21507 -5.79832 7.21134  0.071
H16 2.86451 0.93862 3.82082  0.100
H17 4.82079 0.79695 5.59497  0.097
H18 1.51344 0.61807 -1.80373  0.103
H19 1.86386 -1.13610 3.11921  0.099
H20 7.13073 -3.06246 0.07336  0.095
H21 3.63811 -5.91545 -0.01357  0.095
H22 -1.87276 2.20978 0.29120  0.096
H23 5.64234 -1.43037 6.27239  0.096
H24 -3.21373 -11.25101 -1.31424  0.096
H25 -3.63708 8.03564 1.00164  0.096
H26 -5.50103 -10.44196 -0.74244  0.098
H27 3.28053 4.90801 -8.58879  0.102
H28 -3.11667 10.06454 2.67203  0.096
H29 6.98106 7.21122 -0.06272  0.098
H30 1.15366 6.11572 -7.83174  0.100
H31 -1.26679 -9.75235 -0.99881  0.098
H32 -1.66784 -7.56349 0.07572  0.095
H33 -0.94061 11.02141 2.55250  0.097
H34 -5.20512 0.42395 -8.63841  0.100
H35 -4.95046 1.18809 -6.24560  0.098
H36 -5.75273 -8.23093 0.28121  0.095
H37 4.55799 -3.40800 5.40327  0.096
H38 9.67144 -2.91523 -0.81359  0.094
H39 -2.33053 -5.78161 4.73428  0.063
H40 8.53652 0.84728 -2.59086  0.096
H41 5.26641 -9.64495 -0.99869  0.097
H42 -1.78403 7.29613 -0.47573  0.088
H43 -7.63237 1.95858 7.30715  0.093
H44 -2.84842 -0.07750 0.42384  0.093
H45 -10.82910 -3.12450 0.94088  0.090
H46 5.00758 -7.95489 0.54288  0.103
H47 6.65335 6.64748 4.75152  0.092
H48 -7.01013 -3.29820 -0.88088  0.096
H49 -1.70273 -1.87001 -0.89391  0.095
H50 -10.24037 -4.83769 -3.03985  0.096
H51 -0.75294 1.70215 -6.90411  0.092
H52 2.54468 -5.81184 -2.26457  0.096
H53 0.50323 8.32112 -0.18751  0.092
H54 4.30774 -9.44441 -3.35748  0.097
H55 4.57854 5.07192 -4.50366  0.097
H56 5.36274 5.60607 0.89748  0.097
H57 -2.20866 -4.40834 7.48362  0.066
H58 -2.78818 1.67068 -5.35566  0.098
H59 -5.80730 5.65595 6.72656  0.100

Output
Calculated total energy, hartree: -3729.90034
Spin multiplicity: 1
Frontier orbital gap, eV: 9.5
F_max, eV Å⁻¹: 3.190
Energy above the lowest of the compared OMol25 structures with the same formula, charge and spin, kJ/mol: 57.7
Structure (SMILES): c1ccncc1.c1ccncc1.c1ccncc1.c1ccncc1.c1ccncc1.c1ccncc1.c1ccncc1.c1ccncc1.c1ccncc1.c1ccncc1.c1ccncc1.ClCCCl
E_HOMO, eV: -9.41


Computed, not measured: the molecule C2H6O2S at a distorted geometry, with wB97M-V/def2-TZVPD.

Each line ends with the Löwdin charge.
Cartesian coordinates (Å):
S1 -1.03294 0.68562 0.33858  0.920
O1 -1.38491 1.43447 -0.83925  -0.477
O2 0.58627 0.00957 0.25712  -0.436
C1 1.63629 0.98720 0.32219  -0.168
C2 -1.80001 -0.92816 -0.04651  -0.196
H1 -0.98305 -1.60185 0.06502  0.035
H2 -2.03852 -0.86775 -1.06413  0.030
H3 2.59459 0.57564 0.19195  0.058
H4 1.58804 1.85277 -0.35730  0.082
H5 1.65371 1.45650 1.36187  0.097
H6 -2.74228 -1.01640 0.48563  0.055

Output
Calculated total energy, hartree: -628.40605
Spin multiplicity: 1
Frontier orbital gap, eV: 10.4
F_max, eV Å⁻¹: 3.127
Energy above the lowest of the compared OMol25 structures with the same formula, charge and spin, kJ/mol: 166.1
E_HOMO, eV: -9.51